Below is C39H35F6N4OS2SeTa as an isolated structure at a distorted geometry, with properties calculated with ωB97M-V with the def2-TZVPD basis set.

Relative energy (zero: lowest compared OMol25 entry of this formula, charge and spin): 0.001 eV
Total charge: +2
Frontier orbital gap: 7.04 eV
Energy: -153885.75982 eV
HOMO: -13.5059 eV

XYZ file:
```
89
Properties=species:S:1:pos:R:3:forces:R:3
Ta -0.151250 -0.362018 -0.326670 0.367 0.770 0.697
C -3.501646 2.628345 5.339606 -0.008 0.013 -0.010
C -2.711139 1.313311 5.281164 -0.006 -0.006 0.064
C -2.966398 0.500160 6.560029 -0.009 0.006 -0.012
C -1.218675 1.640616 5.220141 0.077 0.063 -0.013
C -3.177681 0.503727 4.073180 -0.024 -0.007 0.067
C -4.512726 0.057421 4.018741 -0.018 0.010 -0.028
C -4.964381 -0.748065 3.000767 -0.003 0.034 0.006
C -4.074116 -1.086603 1.984304 0.044 -0.046 -0.018
S -4.346675 -2.154205 0.649226 0.004 0.041 -0.001
C -2.757150 -1.877641 0.114531 -0.002 -0.043 0.037
N -2.030372 -1.041529 0.844756 -0.140 0.021 -0.121
C -2.768684 -0.603308 1.962150 0.019 0.001 -0.053
C -2.321062 0.176237 3.034989 -0.133 -0.330 0.083
C -2.180775 -2.501109 -1.067655 0.032 0.103 -0.036
C -2.871529 -3.416593 -1.851215 0.015 -0.032 0.040
C -2.249114 -3.952382 -2.966917 -0.026 -0.033 -0.010
C -0.955889 -3.567924 -3.293132 0.017 -0.002 -0.007
C -0.279672 -2.636922 -2.515511 -0.004 -0.054 0.040
C -0.877538 -2.079365 -1.380751 -0.072 -0.054 -0.231
H -3.172925 3.223628 6.192726 -0.003 -0.008 -0.012
H -4.572628 2.456195 5.448184 0.000 -0.005 -0.006
H -3.346273 3.223325 4.434701 0.002 -0.042 0.098
H -2.632967 1.067030 7.430384 -0.002 -0.002 -0.014
H -2.418155 -0.443491 6.538598 -0.004 0.009 -0.001
H -4.023383 0.275362 6.698813 -0.005 0.000 0.001
H -0.934912 2.189291 6.118248 -0.008 -0.016 0.007
H -0.964234 2.275228 4.365881 -0.004 -0.090 0.372
H -0.603288 0.739066 5.179439 -0.002 -0.013 0.015
H -5.199717 0.329801 4.808192 0.012 -0.020 0.010
H -5.982689 -1.113729 2.990608 0.011 -0.001 0.012
H -1.285369 0.469786 3.081634 0.057 -0.421 0.144
H -3.881218 -3.719645 -1.600512 0.001 0.007 0.006
H -2.772968 -4.670977 -3.582695 0.002 0.011 0.002
H -0.475866 -3.988121 -4.167189 0.004 0.003 0.008
H 0.720563 -2.344679 -2.808271 -0.005 0.008 -0.005
C -0.008707 -2.827102 2.248744 -0.026 0.020 -0.011
C 1.228566 -2.853329 1.407513 -0.017 0.001 0.049
C 2.160216 -3.874237 1.683076 0.013 0.008 0.007
C 3.307976 -3.976632 0.962164 -0.026 0.022 -0.006
C 3.554972 -3.047354 -0.067900 -0.018 -0.003 0.010
C 4.731792 -3.101436 -0.847585 0.020 -0.005 -0.016
C 4.940586 -2.199694 -1.850607 0.029 -0.023 0.003
C 3.973992 -1.215636 -2.109228 -0.031 0.027 -0.011
C 2.824266 -1.140022 -1.359897 -0.024 -0.032 0.025
S 1.660077 0.121067 -1.727379 -0.024 0.009 -0.143
C 2.583900 -2.054635 -0.310068 0.043 0.036 -0.029
N 1.421859 -1.959653 0.434872 -0.036 -0.052 -0.139
H 0.166276 -3.375057 3.171560 -0.015 -0.006 -0.002
H -0.832693 -3.314701 1.722707 0.008 0.004 -0.017
H -0.311481 -1.816174 2.506365 -0.008 0.017 0.008
H 1.936922 -4.567637 2.480859 0.011 0.002 0.002
H 4.031844 -4.755722 1.167089 -0.005 0.005 0.001
H 5.458859 -3.874221 -0.633312 -0.002 0.007 -0.003
H 5.839217 -2.237515 -2.450340 -0.008 -0.001 0.003
H 4.129587 -0.504485 -2.910612 -0.001 -0.004 0.008
C 2.068723 3.643671 0.848818 0.010 -0.009 0.023
N 0.723918 3.503409 1.392531 -0.011 0.088 -0.019
C 0.132884 2.375228 1.794037 -0.153 0.040 -0.049
Se 0.948385 0.672409 1.878595 0.041 -0.117 0.024
N -1.120433 2.655679 2.169378 0.243 0.551 -0.488
C -1.367398 4.012312 2.006537 0.101 -0.062 -0.038
C -2.499682 4.787138 2.227128 -0.021 0.019 0.003
C -2.389043 6.129866 1.925306 -0.030 -0.002 0.007
C -1.200408 6.678532 1.419116 0.015 0.015 -0.015
C -0.077816 5.905574 1.197987 0.030 -0.014 -0.006
C -0.187828 4.554476 1.507681 -0.015 0.050 0.018
H 2.657501 2.773929 1.123282 0.001 -0.007 -0.012
H 2.525395 4.536295 1.269301 0.013 -0.009 0.004
H 2.022050 3.727872 -0.236198 0.005 0.014 -0.003
H -1.765439 1.959770 2.521002 -0.141 0.176 -0.156
H -3.416476 4.365370 2.616788 0.020 0.025 -0.071
H -3.239111 6.779293 2.083354 0.001 -0.007 -0.005
H -1.165651 7.736220 1.197266 0.006 -0.006 0.001
H 0.833527 6.334238 0.804353 -0.004 0.001 0.006
C -1.583456 3.508149 -1.536316 0.025 0.015 0.026
C -1.805012 2.013237 -1.694425 0.181 0.300 -0.022
O -0.913350 1.283538 -0.877264 -0.293 -0.902 -0.094
C -3.235272 1.654965 -1.245273 0.001 -0.061 0.105
F -4.144489 2.409047 -1.839820 -0.016 0.019 -0.026
F -3.331848 1.846442 0.086795 -0.030 -0.003 -0.067
F -3.527725 0.368720 -1.479530 -0.011 0.016 0.004
C -1.529456 1.594179 -3.157703 0.018 -0.086 -0.017
F -2.400333 2.147071 -3.990414 -0.037 0.019 0.021
F -0.296282 1.984166 -3.500528 -0.033 0.013 0.011
F -1.581645 0.262819 -3.304158 0.005 0.037 0.010
H -1.813497 3.806676 -0.515096 -0.015 0.006 -0.035
H -2.225723 4.064683 -2.216792 0.012 -0.023 -0.006
H -0.544979 3.743853 -1.759452 0.007 -0.006 0.001
```
Positions in Å, forces in eV/Å.